Record 1
{
  "formula": "H8O4",
  "method": "ωB97M-V with the def2-TZVPD basis set",
  "species": ["H", "H", "H", "H", "H", "H", "H", "H", "O", "O", "O", "O"],
  "xyz": [[0.478, -1.156, 0.895], [-1.092, -1.605, 1.054], [2.131, 2.818, -0.360], [0.898, 3.616, 0.107], [-5.477, 0.748, -0.577], [-5.022, -0.311, 0.283], [4.372, -1.783, -1.115], [4.063, -2.242, 0.303], [-0.265, -1.517, 0.450], [1.856, 3.686, -0.046], [-5.589, -0.228, -0.463], [3.648, -2.026, -0.531]],
  "mulliken_charge": [0.310, 0.329, 0.323, 0.321, 0.323, 0.303, 0.316, 0.317, -0.640, -0.644, -0.626, -0.631],
  "homo_lumo_gap_ha": 0.4367,
  "de_lowest_kj_mol": 141.16,
  "smiles": "O.O.O.O"
}

=====

Record 2
{
  "formula": "C2H7NO4",
  "method": "ωB97M-V with the def2-TZVPD basis set",
  "species": ["O", "C", "N", "C", "O", "H", "H", "H", "H", "H", "O", "H", "H", "O"],
  "xyz": [[-0.958, 1.237, 0.464], [-1.255, 0.330, -0.273], [-0.284, -0.478, -0.860], [0.759, -0.159, -1.751], [0.998, 0.968, -2.092], [-2.268, -0.028, -0.336], [-0.633, -1.366, -1.201], [1.303, -1.063, -2.123], [2.200, -0.067, 0.452], [2.640, 0.606, 1.623], [2.837, -0.242, 1.204], [-2.348, -0.386, 1.808], [-1.412, -1.113, 2.909], [-2.192, -1.246, 2.302]],
  "mulliken_charge": [-0.467, -0.100, -0.133, -0.029, -0.453, 0.498, 0.260, 0.409, 0.307, 0.321, -0.639, 0.351, 0.332, -0.657],
  "homo_lumo_gap_ha": 0.4078,
  "de_lowest_kj_mol": 144.71,
  "smiles": "O=CNC=O.O.O"
}

=====

Record 3
{
  "formula": "C4H9N2O",
  "method": "ωB97M-V with the def2-TZVPD basis set",
  "species": ["C", "C", "C", "C", "N", "N", "O", "H", "H", "H", "H", "H", "H", "H", "H", "H"],
  "xyz": [[-0.034, -1.070, 2.069], [-0.290, 0.203, -0.751], [0.299, 1.378, -0.137], [-0.163, 0.243, -2.293], [0.973, -0.362, 1.890], [-0.873, -1.278, 1.041], [-0.707, -0.879, -0.275], [-0.375, -1.709, 2.907], [0.885, 1.912, -0.847], [0.828, 1.428, 0.790], [-0.628, 1.913, 0.094], [-0.221, 1.208, -2.686], [-0.843, -0.410, -2.868], [0.866, -0.116, -2.435], [1.767, -0.325, 2.533], [-1.483, -2.136, 0.969]],
  "mulliken_charge": [0.074, 0.968, -1.004, -1.266, -0.544, -0.234, -0.116, 0.378, 0.364, 0.374, 0.351, 0.430, 0.349, 0.371, 0.213, 0.290],
  "homo_lumo_gap_ha": 0.3539,
  "de_lowest_kj_mol": 471.35,
  "total_charge": 1
}

=====

no.,strongest force on any atom (eV/A),energy (eV)
1,3.48,-8319.2130
2,2.50,-11866.8405
3,4.10,-9311.1306